{
  "formula": "C23H41Cl3N3O3RhSi",
  "method": "the ωB97M-V functional and the def2-TZVPD basis",
  "energy_ev": -83578.332,
  "charge": 0,
  "e_homo_ev": [-7.1, -8.0],
  "multiplicity": 5,
  "s_squared": 6.026,
  "gap_ev": [7.58, 6.90],
  "elements": ["C", "C", "C", "C", "O", "H", "C", "H", "N", "H", "C", "H", "H", "H", "H", "H", "N", "H", "C", "H", "C", "H", "C", "C", "C", "C", "H", "H", "H", "O", "H", "H", "Cl", "C", "H", "O", "C", "C", "H", "H", "H", "H", "H", "C", "H", "H", "H", "C", "C", "H", "Rh", "C", "H", "H", "C", "H", "H", "Cl", "C", "H", "H", "H", "H", "H", "N", "H", "C", "Si", "Cl", "H", "H", "H", "H", "H", "C"],
  "coordinates": [[1.627941, 4.777574, 0.048658], [3.351677, 6.422135, -1.012590], [-0.214654, 1.978109, 5.724298], [3.934788, 1.009823, 1.820278], [-0.295951, -1.390249, -1.191067], [-2.547743, -6.515249, 2.338998], [-0.340774, 2.366974, -3.613440], [-1.286320, -0.293477, -5.118755], [-0.679620, -1.368243, -3.423587], [1.800657, 6.555338, 1.253723], [1.609620, 0.613294, 3.748484], [2.205537, 1.511798, 3.579020], [-1.242232, 2.451752, -4.245430], [0.809318, 1.380623, -5.160595], [-1.278473, 3.316509, -1.909502], [5.536361, 0.512793, -0.026179], [-2.181900, -2.299654, 1.001740], [4.932515, 1.450397, 1.762404], [0.659385, 3.550763, -0.174206], [1.755324, -0.056514, 2.876225], [-1.849479, 1.239521, 3.411429], [-2.598508, 0.885214, 4.139290], [-1.013449, -1.051405, -2.162622], [0.566947, -2.003570, -3.816170], [-0.361083, 2.858856, -2.306548], [1.865743, 2.105141, -1.949960], [4.030059, 6.433432, -1.884401], [2.673888, 7.242061, -1.224005], [-2.586512, -0.829376, -4.019209], [1.585717, 3.366481, 0.824090], [0.600791, 5.273019, 1.809943], [-0.678961, 1.347141, 6.503882], [-0.595359, -1.186896, 4.277593], [1.900779, 1.592540, -3.254797], [-2.039474, 2.300441, 3.258398], [2.183370, -1.182604, 1.214060], [0.804596, 1.735855, -4.117368], [4.565884, 0.708782, -0.497643], [-1.739370, -1.993478, -5.098290], [-4.067785, -4.533517, 2.184917], [-1.981136, -0.510121, -2.065413], [2.708343, 1.916838, -1.300196], [1.266931, -1.263528, -4.237239], [2.596684, -0.392901, 0.349385], [0.820307, 2.271447, 5.956502], [-2.170265, 0.756585, 2.475307], [3.933930, 0.150620, 2.505494], [1.058403, 5.804555, 0.968784], [-2.151596, -5.579459, 1.952076], [2.088422, 0.075565, 4.587610], [-1.564665, -0.604940, 0.602792], [2.577520, 5.145733, -0.896610], [-1.440401, -5.871850, 1.172465], [0.321221, -2.681107, -4.646999], [-2.707231, -3.345020, 1.080968], [-0.825927, 2.862449, 5.480535], [-0.342914, 3.796871, 0.242715], [-3.567917, 0.360763, 0.024405], [0.759599, 2.799506, -1.436490], [3.262121, 1.793156, 2.193883], [4.613273, 1.720421, -0.912254], [2.209983, -0.471242, -0.695769], [4.377982, 0.004430, -1.313303], [-3.689819, -5.068494, 0.448638], [3.525656, 0.604437, 0.491126], [0.310503, 6.349101, 0.404343], [-3.266163, -4.672154, 1.406950], [-0.184277, 0.889005, 4.247115], [-0.098605, 0.955740, -0.051654], [2.435264, 4.723819, -1.914858], [-1.652856, -5.082402, 2.791873], [3.937550, 6.746451, -0.146971], [2.771113, 1.037989, -3.646287], [1.037297, -2.561848, -2.997254], [-1.629931, -1.105073, -4.470047]],
  "forces_ev_per_a": [[-2.3347, -2.0835, 1.4002], [0.3923, 0.2571, 0.1547], [-0.0005, -0.2248, 0.3036], [-0.0324, 0.3188, 0.3363], [-1.5671, -0.2108, -1.5047], [-0.3404, 0.0282, -0.0081], [-0.1649, -0.0854, 0.0864], [-0.0696, 0.0461, 0.0225], [-0.2734, 0.1250, 0.3557], [-0.0286, -0.2803, 0.4008], [0.0674, 0.1271, -0.4794], [-0.3917, 0.0307, 0.2462], [0.5380, 0.0203, 0.4314], [0.1694, 0.1076, 0.6457], [0.3606, -0.1976, -0.2921], [-0.1345, -0.2704, -0.2600], [-2.5412, -6.9051, 1.3000], [-0.0516, -0.1633, 0.0585], [0.7486, 2.3040, 0.6006], [-0.4338, 0.4873, 0.5159], [-0.1480, 0.5245, -0.3936], [0.3412, 0.1412, 0.0669], [1.3326, -1.1159, 0.4095], [0.0130, -0.0667, -0.3818], [0.0974, 0.6025, 0.1221], [0.3385, 0.2792, -0.0046], [-0.2406, -0.4021, 0.4227], [-0.4034, 0.3895, 0.0297], [0.0918, -0.0515, -0.2468], [1.4347, 0.5723, -0.4810], [0.1355, 0.5375, 0.0171], [0.2294, 0.7307, 0.1311], [-0.1399, -0.6051, 0.8539], [-0.3363, -0.1905, -0.4043], [0.0011, 0.2197, -0.0066], [0.7533, 1.8037, -1.1325], [-0.1808, 0.2243, 0.3553], [0.0631, 0.3080, -0.6431], [-0.1949, 0.0146, 0.1272], [0.6395, -0.0761, -0.9463], [0.5406, -0.2718, 0.0416], [-0.1283, 0.2773, -0.0366], [-0.1354, -0.1087, 0.3615], [-0.6135, -1.7100, 0.2443], [-0.4911, -0.0959, 0.3033], [0.5372, 0.0204, 0.2509], [0.0585, 0.2949, -0.1250], [0.1114, 0.1195, 0.0309], [0.1381, -0.1282, 0.1302], [-0.3984, 0.2236, -0.0186], [1.5848, 3.1978, -0.4839], [1.0020, -0.1364, -2.7666], [0.0110, 0.3990, 0.1918], [0.1664, -0.0534, 0.3386], [1.2443, 2.2252, 0.4888], [0.1696, -0.3538, 0.3837], [0.3547, -0.5278, -0.8217], [-0.9179, 0.3587, -0.4440], [-0.7707, 0.1540, -2.7193], [0.3275, -0.3231, -0.2621], [0.1173, 0.0037, -0.0486], [0.4107, -0.0892, 0.4269], [0.1740, 0.1160, 0.0591], [0.0717, 0.1576, 0.9856], [-0.1258, -0.6145, 0.7301], [-0.4207, 0.1882, 0.0371], [-0.4854, 0.1041, -0.4291], [-0.1014, -1.1669, -1.4300], [0.1290, 0.1061, 1.7577], [0.3269, -0.3198, 0.8973], [0.1134, -0.1023, -0.3396], [-0.1252, -0.2791, 0.1060], [-0.3099, 0.4290, 0.5294], [-0.2786, 0.3309, -0.1513], [-0.0261, 0.3041, -0.4273]]
}